Below is 2 unconnected molecules or ions with the total composition C6H14N2O2 at a distorted geometry, with properties calculated with wB97M-V/def2-TZVPD.

Each line ends with the Löwdin charge.
Element x y z (Å)
C -0.6595 0.3373 -2.3904  -0.083
N -0.5975 -1.0224 -1.8657  0.000
C 0.6149 -1.4335 -1.3230  -0.553
C 0.5089 -2.7834 -0.6047  -0.007
O 1.6196 -0.7605 -1.3405  0.058
H -0.0046 1.0451 -1.8873  0.066
H -0.3911 0.4525 -3.4483  0.083
H -1.7355 0.5236 -2.4679  0.089
H -1.4264 -1.3160 -1.3929  0.108
H 0.9261 -2.8758 0.3854  0.068
H -0.4736 -3.2054 -0.7806  0.074
H 1.1487 -3.4039 -1.2577  0.093
C 0.5223 3.0127 1.0854  -0.062
N 0.3222 1.5763 1.0012  0.005
C -0.1327 0.8667 2.0686  -0.538
C -0.4323 -0.6032 1.8449  0.008
O -0.4875 1.4251 3.0987  0.030
H -0.0956 3.3856 1.9007  0.078
H 1.5011 3.2440 1.5258  0.088
H 0.3110 3.4269 0.1101  0.079
H 0.6265 0.9914 0.2370  0.096
H 0.3342 -1.3679 1.7992  0.063
H -0.9832 -0.7972 2.7680  0.088
H -1.0161 -0.7180 0.9341  0.068

Cartesian forces (eV/Å) of the 3 atoms listed first:
-0.86 -0.32 -1.27
1.79 0.74 -0.34
-1.39 -0.29 1.64

The largest force on an atom is 0.0480 Eh/bohr. As for the relative energy (zero: lowest compared OMol25 entry of this formula, charge and spin): 120.8 kJ/mol. As for the spin multiplicity: 1. The value obtained for the total energy is -13524.3718 eV.

---

Below is 2 unconnected molecules or ions with the total composition C6H14N2O2 at a distorted geometry, with properties calculated with wB97M-V/def2-TZVPD.

Each line ends with the Löwdin charge.
Element x y z (Å)
C 0.2483 -2.7383 -0.4944  -0.102
N -0.7319 -1.7175 -0.2197  -0.018
C -1.7636 -1.4266 -1.1071  -0.548
C -2.4356 -0.1517 -0.7137  -0.004
O -2.1178 -2.1478 -2.0062  0.071
H 0.1195 -3.0580 -1.5351  0.082
H 1.3029 -2.3701 -0.4439  0.081
H 0.2599 -3.6491 0.1167  0.078
H -0.3884 -0.9152 0.3537  0.105
H -1.7860 0.6997 -0.9772  0.068
H -3.3977 -0.0217 -1.1289  0.072
H -2.3241 0.0785 0.3650  0.093
C 0.6985 2.2169 -0.9804  -0.101
N 0.6980 1.2745 0.1127  -0.042
C 0.9125 1.6792 1.4436  -0.497
C 1.7166 0.6219 2.2749  0.015
O 0.5755 2.8049 1.7070  0.071
H 1.6629 2.6399 -1.1912  0.077
H 0.3679 1.7013 -1.9075  0.088
H -0.0782 3.0043 -0.9172  0.093
H 1.0268 0.3694 -0.1863  0.094
H 2.1962 -0.1221 1.6567  0.062
H 2.3392 1.1377 2.9971  0.081
H 0.8983 0.0899 2.7813  0.083

Cartesian forces (eV/Å) of the 3 atoms listed first:
1.30 -0.39 -1.01
0.80 0.82 0.56
0.22 0.00 1.39

The largest force on an atom is 0.0549 Eh/bohr. As for the relative energy (zero: lowest compared OMol25 entry of this formula, charge and spin): 140.4 kJ/mol. As for the spin multiplicity: 1. The value obtained for the total energy is -13524.1696 eV.

---

Below is 2 unconnected molecules or ions with the total composition C6H14N2O2 at a distorted geometry, with properties calculated with wB97M-V/def2-TZVPD.

Each line ends with the Löwdin charge.
Element x y z (Å)
C 0.3384 1.8252 -1.7284  -0.101
N 0.4174 0.3416 -1.6518  -0.003
C -0.6979 -0.3041 -2.2467  -0.546
C -0.5220 -1.7414 -2.4871  -0.046
O -1.5107 0.5221 -2.6512  0.026
H 0.3915 2.0837 -2.8347  0.107
H -0.5760 2.2113 -1.3424  0.059
H 1.2215 2.2599 -1.2020  0.085
H 1.0245 0.0529 -0.9470  0.079
H -1.2459 -2.4385 -1.9334  0.091
H -0.4569 -1.9907 -3.6487  0.127
H 0.5173 -2.2123 -2.1127  0.114
C 0.0712 -2.1182 1.6842  -0.087
N -0.1016 -0.6342 1.5293  -0.012
C 0.3979 0.3272 2.4395  -0.530
C 0.4633 1.7306 1.8600  -0.023
O 0.9623 0.1631 3.5014  0.058
H 1.0914 -2.3832 2.0642  0.091
H -0.7353 -2.6897 2.3245  0.104
H -0.2278 -2.5327 0.6974  0.056
H -0.8420 -0.4783 0.8399  0.122
H -0.0170 1.9813 0.9953  -0.008
H 0.1938 2.4608 2.6765  0.102
H 1.5322 1.9255 1.3508  0.134

Cartesian forces (eV/Å) of the 3 atoms listed first:
1.70 -0.64 -1.40
-1.74 1.58 -1.22
2.24 3.65 0.72

The largest force on an atom is 0.0902 Eh/bohr. As for the relative energy (zero: lowest compared OMol25 entry of this formula, charge and spin): 275.2 kJ/mol. As for the spin multiplicity: 1. The value obtained for the total energy is -13522.7718 eV.

---

Below is 2 unconnected molecules or ions with the total composition C6H14N2O2 at a distorted geometry, with properties calculated with wB97M-V/def2-TZVPD.

Each line ends with the Löwdin charge.
Element x y z (Å)
C 1.6798 -1.4386 -0.5246  -0.045
C 0.7508 -0.5232 0.2502  -0.358
N 0.6850 -0.9227 1.6482  0.056
C 0.9789 0.8725 0.1222  -0.357
C 1.6923 1.5322 -1.0021  -0.008
O 0.6961 1.6493 1.1714  0.059
H 1.7032 -2.4497 -0.1167  0.075
H 2.7151 -1.0966 -0.5138  0.079
H 1.3398 -1.5492 -1.5531  0.080
H 1.1556 -1.8056 1.8064  0.082
H -0.2606 -1.1400 1.9365  0.063
H 1.5376 2.6072 -0.9446  0.087
H 2.7645 1.3407 -0.9057  0.093
H 1.3338 1.0996 -1.9382  0.091
H 0.3543 1.0154 1.8549  0.104
C -2.4878 -0.1372 0.8231  -0.025
C -1.4730 -0.3331 -0.3116  -0.546
N -1.5395 0.8002 -1.2269  0.090
O -1.4853 -1.4534 -0.8755  -0.027
H -2.1485 0.6501 1.5030  0.071
H -2.5922 -1.0252 1.4449  0.078
H -3.4510 0.1677 0.4194  0.086
H -2.0569 1.6195 -0.9325  0.081
H -1.8921 0.5204 -2.1349  0.092

Cartesian forces (eV/Å) of the 3 atoms listed first:
-0.85 -0.18 -0.79
3.01 2.39 1.07
-1.23 -0.10 0.45

The largest force on an atom is 0.1159 Eh/bohr. As for the relative energy (zero: lowest compared OMol25 entry of this formula, charge and spin): 341.4 kJ/mol. As for the spin multiplicity: 1. The value obtained for the total energy is -13522.0859 eV.

---

Below is 2 unconnected molecules or ions with the total composition C6H14N2O2 at a distorted geometry, with properties calculated with wB97M-V/def2-TZVPD.

Each line ends with the Löwdin charge.
Element x y z (Å)
C 1.3675 -0.5381 -2.8445  -0.072
N 0.8234 0.5019 -1.9295  -0.009
C 1.7472 1.3947 -1.3045  -0.574
C 0.9314 2.1559 -0.2679  -0.027
O 2.8781 1.4140 -1.5508  0.112
H 2.1465 -0.3284 -3.4982  0.049
H 1.3740 -1.4949 -2.3638  0.061
H 0.5254 -0.7498 -3.6201  0.099
H -0.0228 0.3296 -1.4591  0.054
H 1.0405 1.6633 0.7719  0.098
H 1.2445 3.2069 -0.2971  0.068
H -0.1738 2.3808 -0.4733  0.095
C 0.2456 -0.6806 2.8431  -0.087
N -1.0597 -0.5017 2.1604  -0.018
C -1.2246 -0.8624 0.8265  -0.576
C -2.5970 -1.0448 0.4893  -0.034
O -0.2533 -0.9516 0.1049  0.041
H 1.0510 -0.9644 2.0525  0.104
H 0.5928 0.2595 3.2229  0.060
H 0.1931 -1.6191 3.4993  0.099
H -1.6205 0.1885 2.6436  0.130
H -3.2610 -1.4956 1.2845  0.094
H -3.2618 -0.3057 0.0772  0.070
H -2.6864 -1.9579 -0.3676  0.163

Cartesian forces (eV/Å) of the 3 atoms listed first:
-5.29 -0.45 -0.34
4.00 0.99 -1.72
-7.37 -2.52 0.25

The largest force on an atom is 0.1516 Eh/bohr. As for the relative energy (zero: lowest compared OMol25 entry of this formula, charge and spin): 279.2 kJ/mol. As for the spin multiplicity: 1. The value obtained for the total energy is -13522.7310 eV.

---

Below is 2 unconnected molecules or ions with the total composition C6H14N2O2 at a distorted geometry, with properties calculated with wB97M-V/def2-TZVPD.

Each line ends with the Löwdin charge.
Element x y z (Å)
C -1.7255 0.4787 -2.1893  -0.019
N -0.2905 0.7010 -2.6367  0.008
C 0.6419 0.7051 -1.6411  -0.536
C 2.0393 0.1682 -2.0332  0.006
O 0.4373 1.0118 -0.4835  0.015
H -1.7071 0.2750 -1.1181  0.073
H -2.0879 1.4949 -2.4178  0.087
H -2.2008 -0.2839 -2.7970  0.077
H 0.0047 0.3927 -3.5460  0.114
H 1.9155 -0.2873 -3.0446  0.078
H 2.7744 0.9523 -1.8136  0.086
H 2.3332 -0.6990 -1.4336  0.073
C 1.2192 -1.6447 2.1440  -0.056
N 0.4436 -0.4168 1.8552  0.003
C -0.8393 -0.4298 2.2938  -0.553
C -1.5857 0.9134 2.0802  0.005
O -1.3620 -1.4187 2.7790  0.019
H 0.4979 -2.4573 2.1593  0.077
H 1.8309 -1.8216 1.2806  0.060
H 1.8200 -1.4955 3.0430  0.085
H 0.9705 0.3127 1.4147  0.101
H -1.0708 1.4545 1.2893  0.047
H -2.5990 0.6359 1.8134  0.077
H -1.4599 1.4585 3.0021  0.073

Cartesian forces (eV/Å) of the 3 atoms listed first:
1.61 2.15 -1.15
-0.62 -1.01 1.43
1.60 -1.13 -0.24

The largest force on an atom is 0.0568 Eh/bohr. As for the relative energy (zero: lowest compared OMol25 entry of this formula, charge and spin): 123.7 kJ/mol. As for the spin multiplicity: 1. The value obtained for the total energy is -13524.3420 eV.

---

Below is 2 unconnected molecules or ions with the total composition C6H14N2O2 at a distorted geometry, with properties calculated with wB97M-V/def2-TZVPD.

Each line ends with the Löwdin charge.
Element x y z (Å)
C -3.0507 0.4726 1.5717  -0.019
C -0.2234 1.7066 -0.5479  -0.048
C -1.9611 0.4557 0.6330  -0.616
O -2.0490 -0.4366 -0.1923  0.040
N -1.2229 1.5767 0.5270  0.012
H -3.2494 1.5317 2.0379  0.125
H -1.0862 2.2046 1.4302  0.210
H 0.8530 1.3103 -0.2270  0.093
H -4.0026 0.3974 1.0959  0.090
H -3.1504 -0.0941 2.4522  0.072
H -0.5784 1.3318 -1.4521  0.067
H -0.0443 2.7874 -0.6068  0.098
C 1.4841 -0.9077 1.5241  0.011
C 1.6521 -1.2428 -2.2931  0.022
C 1.8485 -0.7386 -0.9355  -0.435
O 2.5214 0.2603 -0.5896  0.150
N 1.1288 -1.3171 0.1469  0.171
H 0.0470 -1.3943 -0.1401  0.210
H 1.7346 -1.9307 1.9418  0.145
H 2.1597 -0.8738 -3.2234  0.125
H 2.4386 -0.3608 1.3932  0.104
H 0.7355 -0.2861 2.0243  0.108
H 1.8787 -2.4361 -2.2567  0.172
H 0.6460 -1.0685 -2.6447  0.093

Cartesian forces (eV/Å) of the 3 atoms listed first:
-2.49 4.50 3.14
2.52 1.40 3.39
-1.52 0.39 -0.45

The largest force on an atom is 0.1172 Eh/bohr. Its total charge is +1. As for the relative energy (zero: lowest compared OMol25 entry of this formula, charge and spin): 293.2 kJ/mol. As for the spin multiplicity: 2. Its expectation value of S² is 0.78. The value obtained for the total energy is -13513.7214 eV.

---

Below is 2 unconnected molecules or ions with the total composition C6H14N2O2 at a distorted geometry, with properties calculated with wB97M-V/def2-TZVPD.

Each line ends with the Löwdin charge.
Element x y z (Å)
C 1.4925 -1.1011 2.0700  0.011
C 2.7625 -1.0271 -1.5128  -0.044
C 1.4328 -1.1469 0.5657  -0.541
O 0.3962 -1.4428 -0.0400  -0.006
N 2.5555 -0.8175 -0.0826  0.013
H 0.4942 -1.0945 2.4789  0.076
H 3.2518 -0.2717 0.3967  0.142
H 3.8239 -1.0198 -1.7323  0.093
H 2.2021 -1.8278 2.4521  0.096
H 1.9130 -0.1257 2.3592  0.091
H 2.3982 -2.0159 -1.7531  0.089
H 2.1917 -0.3057 -2.0907  0.076
C -1.2200 1.0178 -1.9502  0.014
C -2.9789 0.9327 1.4300  0.037
C -2.4496 1.4892 0.1621  -0.410
O -2.6288 2.6050 -0.2485  0.202
N -1.5452 0.6838 -0.6063  0.214
H -1.3390 -0.2795 -0.3165  0.141
H -0.8165 0.1437 -2.4559  0.114
H -2.8452 1.6468 2.2404  0.111
H -2.0953 1.4170 -2.4652  0.130
H -0.3896 1.7321 -1.9546  0.143
H -4.0522 0.8159 1.2786  0.114
H -2.5537 -0.0079 1.7749  0.094

Cartesian forces (eV/Å) of the 3 atoms listed first:
0.55 1.37 -0.31
-0.53 -0.24 0.50
-0.51 0.25 0.06

The largest force on an atom is 0.0293 Eh/bohr. Its total charge is +1. As for the relative energy (zero: lowest compared OMol25 entry of this formula, charge and spin): 51.6 kJ/mol. As for the spin multiplicity: 2. Its expectation value of S² is 0.77. The value obtained for the total energy is -13516.2251 eV.